1.
The following is a DFT calculation (ωB97M-V with the def2-TZVPD basis set) of a structure of composition C40H39Cl3LuNO2P2S4 in a non-equilibrium geometry.

Geometry (Å):
Lu 0.4514 -1.4505 -0.2338
S -0.5436 -1.9562 2.1374
P -0.0879 0.0635 2.2620
C 0.2329 0.7513 0.7564
P -1.0433 1.1554 -0.2673
S -1.8258 -0.4880 -1.2289
C -2.4030 2.1260 0.4474
C -3.7058 1.6499 0.4804
C -4.7237 2.4379 0.9997
C -4.4429 3.7060 1.4812
C -3.1404 4.1860 1.4455
C -2.1270 3.3994 0.9316
C -0.4546 2.2716 -1.5699
C 0.8292 2.7856 -1.5078
C 1.2941 3.6304 -2.5070
C 0.4707 3.9678 -3.5695
C -0.8224 3.4584 -3.6283
C -1.2819 2.6135 -2.6338
C -1.4129 0.8200 3.2555
C -2.6307 0.1954 3.4699
C -3.6019 0.8089 4.2479
C -3.3550 2.0443 4.8241
C -2.1333 2.6724 4.6148
C -1.1690 2.0635 3.8337
C 1.3221 0.1757 3.3840
C 2.4214 0.9456 3.0428
C 3.5081 1.0315 3.9023
C 3.4895 0.3510 5.1075
C 2.3791 -0.4130 5.4578
C 1.2986 -0.5014 4.6008
H -3.9256 0.6590 0.1029
H -5.7354 2.0534 1.0244
H -5.2360 4.3220 1.8855
H -2.9128 5.1752 1.8222
H -1.1115 3.7807 0.9084
H 1.4532 2.5150 -0.6717
H 2.3014 4.0277 -2.4513
H 0.8267 4.6254 -4.3526
H -1.4704 3.7191 -4.4554
H -2.2862 2.2105 -2.6980
H -2.8227 -0.7721 3.0235
H -4.5530 0.3161 4.4057
H -4.1118 2.5190 5.4358
H -1.9333 3.6387 5.0608
H -0.2181 2.5608 3.6764
H 2.3980 1.4721 2.0981
H 4.3697 1.6283 3.6296
H 4.3357 0.4135 5.7796
H 2.3599 -0.9438 6.4013
H 0.4461 -1.1131 4.8707
C -0.2347 -1.6567 -4.8355
C -0.2662 -3.1568 -4.5433
C 1.1476 -3.7204 -4.4420
C -1.1220 -3.4242 -3.3227
C -2.4993 -3.2186 -3.3939
C -3.3150 -3.3780 -2.2897
C -2.7950 -3.7607 -1.0543
C -3.6705 -3.8790 0.1558
C -1.4302 -4.0066 -0.9833
C -0.6049 -3.8388 -2.0977
H 0.4155 -1.4489 -5.6875
H 0.1365 -1.0935 -3.9819
H -1.2299 -1.2711 -5.0612
H -0.7668 -3.6447 -5.3878
H 1.7370 -3.1936 -3.6882
H 1.6678 -3.6017 -5.3934
H 1.1504 -4.7808 -4.1852
H -2.9410 -2.9063 -4.3341
H -4.3773 -3.1836 -2.3794
H -4.3541 -4.7263 0.0741
H -4.2706 -2.9766 0.2844
H -3.0714 -4.0081 1.0565
H -0.9920 -4.3332 -0.0442
H 0.4446 -4.0775 -1.9849
S 2.3821 -0.6091 -2.3641
C 3.5402 0.4719 -1.8696
N 4.3990 1.0472 -2.7201
C 5.5353 1.7431 -2.1402
C 5.0330 2.2388 -0.7911
S 3.8554 0.9690 -0.2364
H 4.3837 0.7492 -3.6825
H 5.8421 2.5642 -2.7869
H 6.3767 1.0539 -2.0152
H 4.5285 3.2011 -0.8820
H 5.8426 2.3271 -0.0706
Cl 3.6649 -3.0810 3.0487
C 3.2053 -3.7850 1.5058
Cl 4.6655 -4.2557 0.5862
Cl 2.1760 -5.1792 1.7489
C 2.4814 -2.7558 0.6280
O 2.5728 -1.5391 0.8711
O 1.7914 -3.1849 -0.3426

Values from the calculation:
Energy relative to the best compared isomer or geometry (same formula, charge and spin), kcal/mol: 4.28
Kohn-Sham gap, eV: 7.50
LUMO, eV: 0.09

***

2.
The following is a DFT calculation (ωB97M-V with the def2-TZVPD basis set) of a structure of composition C40H39CrFN7O8S.

Geometry (Å):
Cr 1.2057 0.8739 -1.5368
C 3.5670 -2.8120 -2.2260
C 3.0073 -1.5024 -1.7862
N 1.8274 -1.0845 -2.0341
N 0.9404 -1.9184 -2.6944
C -0.1861 -1.2553 -2.8136
O -0.3846 -0.0722 -2.3970
C -1.3333 -1.9478 -3.4811
C -1.2149 -3.2485 -3.9627
C -2.2948 -3.8610 -4.5785
C -3.4962 -3.1768 -4.7199
C -3.6129 -1.8770 -4.2484
C -2.5338 -1.2605 -3.6301
C 3.8456 -0.5371 -1.0444
C 5.1495 -0.8238 -0.6790
C 5.8965 0.1619 -0.0518
C 5.3089 1.3869 0.1887
C 3.9850 1.5838 -0.1817
N 3.2577 0.6404 -0.7736
H 2.8135 -3.3743 -2.7677
H 3.9153 -3.3984 -1.3732
H 4.4230 -2.6311 -2.8789
H -0.2690 -3.7607 -3.8543
H -2.1973 -4.8689 -4.9622
H -4.3357 -3.6529 -5.2107
H -4.5404 -1.3338 -4.3775
H -2.5910 -0.2395 -3.2766
H 5.5800 -1.7839 -0.9173
H 6.9256 -0.0270 0.2264
H 5.8527 2.1981 0.6513
H 3.4833 2.5250 -0.0151
F -2.2136 -4.0756 1.6542
C -2.1260 -2.7731 2.0231
C -1.2617 -1.9387 1.3757
C -1.1414 -0.6161 1.8037
C -0.2348 0.2839 1.0528
O 0.3506 -0.1738 0.0635
C -0.1481 1.6265 1.5391
C -0.8991 1.9835 2.6061
N -1.7926 1.1822 3.2522
C -2.5226 1.6808 4.3889
C -3.0749 3.0673 4.3287
C -4.0059 1.8919 4.2611
C -1.9052 -0.1443 2.8760
C -2.8050 -1.0170 3.5076
C -2.9247 -2.3250 3.0817
N -3.8687 -3.1829 3.7294
C -4.6376 -4.0963 2.9124
C -5.8970 -4.4787 3.6610
N -5.4794 -5.1303 4.9592
C -4.6157 -4.2111 5.7885
C -3.4176 -3.8007 4.9563
C 0.7983 2.6743 0.9562
O 0.8989 3.7301 1.5767
O 1.4178 2.3390 -0.0929
H -0.6684 -2.2772 0.5350
H -0.7988 2.9972 2.9713
H -2.1471 1.3339 5.3459
H -2.9258 3.6290 3.4185
H -3.0351 3.6520 5.2357
H -4.4434 1.6745 3.2966
H -4.6271 1.6649 5.1166
H -3.4506 -0.6601 4.2970
H -4.0804 -5.0081 2.6493
H -4.9180 -3.6143 1.9768
H -6.5095 -5.1972 3.1194
H -6.4870 -3.6048 3.9318
H -4.9362 -5.9687 4.7340
H -6.2933 -5.4400 5.4902
H -4.3412 -4.7490 6.6942
H -5.2380 -3.3517 6.0335
H -2.7807 -4.6835 4.7651
H -2.8223 -3.0941 5.5326
C 5.5583 6.7231 -1.4174
C 4.9913 5.4739 -2.0359
C 3.6889 5.0774 -1.7634
C 3.1441 3.9417 -2.3511
C 3.9160 3.1832 -3.2162
C 5.2218 3.5651 -3.5024
C 5.7500 4.7005 -2.9142
S 3.2777 1.6878 -3.9524
O 3.2354 1.9325 -5.3752
O 4.1764 0.6441 -3.4976
N 1.8401 1.4933 -3.3446
C 0.7283 2.0691 -4.1173
C -0.3253 2.6201 -3.1727
O -1.2792 3.2471 -3.6092
O -0.1198 2.3550 -1.9272
H 5.2749 6.8065 -0.3677
H 5.1881 7.6158 -1.9251
H 6.6467 6.7361 -1.4786
H 3.0812 5.6530 -1.0750
H 2.1292 3.6443 -2.1126
H 5.8178 2.9674 -4.1796
H 6.7695 4.9955 -3.1368
H 0.2529 1.2924 -4.7241
H 1.0501 2.8542 -4.8026

Values from the calculation:
Energy relative to the best compared isomer or geometry (same formula, charge and spin), kcal/mol: 0.00
2S+1: 2
Kohn-Sham gap (spin up / spin down), eV: 4.50 / 4.46
LUMO (spin up / spin down), eV: -2.07 / -2.07

***

3.
The following is a DFT calculation (ωB97M-V with the def2-TZVPD basis set) of a structure of composition C40H39F6IN4PPbS3SbSi in a non-equilibrium geometry.

Geometry (Å):
Pb -0.3322 1.3925 -1.3030
C 4.4304 -4.0902 3.0777
Si 2.8986 -4.7927 2.2589
C 3.3076 -5.2194 0.5140
C 2.1701 -6.2435 3.1070
C 1.6478 -3.3113 2.2115
C 0.4224 -3.3716 2.8773
C -0.5017 -2.3446 2.9231
C -0.3672 -1.2589 2.0916
N 0.7863 -1.1984 1.3564
C 1.6850 -2.1482 1.4613
S 3.2879 -1.7550 0.6691
H 5.2600 -4.6496 2.6333
H 4.4737 -4.3526 4.1035
H 4.5751 -3.0296 2.8509
H 4.1071 -5.9508 0.4807
H 3.7543 -4.4076 -0.1339
H 2.3923 -5.5847 0.0384
H 2.9252 -7.0887 3.1939
H 1.2954 -6.6088 2.5179
H 1.9103 -6.0555 4.1587
H 0.1995 -4.2719 3.4473
H -1.2511 -2.4246 3.6570
H -1.0815 -0.4165 1.9797
I -1.6219 3.9103 -2.2397
C -2.9759 3.4055 -3.7943
C -2.8419 4.1509 -4.9336
C -3.7017 4.0421 -6.0077
C -4.8101 3.2563 -5.8382
C -5.0558 2.5198 -4.6512
C -6.3439 1.9160 -4.5184
C -6.5824 1.1286 -3.4192
C -5.4841 0.9022 -2.5254
C -4.2843 1.5263 -2.6116
P -3.0222 0.7669 -1.4628
C -2.9648 -1.0135 -1.8870
C -2.3232 -1.9352 -1.0133
C -2.1890 -3.2807 -1.3164
C -2.6752 -3.7770 -2.5159
C -3.2943 -2.9144 -3.3985
C -3.4326 -1.5360 -3.1165
C -3.6972 0.8476 0.2186
C -4.6142 -0.0427 0.6841
C -5.1475 0.0959 1.9591
C -4.7046 1.1377 2.7831
C -3.7667 2.1064 2.2846
C -3.2793 1.9411 1.0159
C -4.0555 2.4730 -3.6564
H -2.0489 4.8695 -4.9745
H -3.4227 4.5305 -6.9644
H -5.6703 3.2534 -6.5499
H -7.1722 2.1185 -5.2549
H -7.5196 0.6486 -3.2110
H -5.6179 0.1574 -1.7290
H -2.0014 -1.6038 -0.0064
H -1.7443 -3.9055 -0.5194
H -2.5001 -4.8540 -2.7140
H -3.5143 -3.2966 -4.3809
H -3.9906 -0.8421 -3.7789
H -4.9854 -0.8099 0.0523
H -5.8678 -0.5568 2.4537
H -5.0551 1.3247 3.8148
H -3.4341 2.8757 2.9418
H -2.5407 2.6629 0.6089
F 0.4458 3.8709 -0.0888
Sb 0.9153 3.6474 1.7667
F 1.2918 5.4405 2.0295
F 2.6829 3.4128 1.1005
F 1.5040 3.1021 3.4576
F 0.7434 1.8043 1.3643
F -0.8881 3.7334 2.3021
S -0.6842 0.7703 -6.0879
C -0.8524 -0.8035 -5.4256
C -0.7109 -0.7315 -4.0995
N -0.4230 0.5462 -3.6114
C -0.3644 1.3994 -4.5659
H -1.0430 -1.6746 -6.0329
H -0.7156 -1.5719 -3.4120
H -0.0233 2.4315 -4.4824
N 4.7382 -0.3753 2.9508
C 4.2603 0.5779 2.2165
S 3.2026 0.3289 0.8487
N 4.5705 1.8418 2.5574
C 5.7903 2.3096 2.9747
C 5.8545 3.5971 3.5562
C 7.0557 4.1314 3.9948
C 8.1864 3.3117 3.8875
C 8.1606 2.0312 3.3576
C 6.9875 1.4945 2.8805
H 4.8212 -1.3608 2.7723
H 5.1840 -0.0031 3.8300
H 3.9421 2.5867 2.1698
H 4.9454 4.1194 3.6176
H 7.0608 5.1184 4.4826
H 9.0780 3.7628 4.1694
H 9.1680 1.5309 3.2403
H 7.0741 0.6029 2.2790

Values from the calculation:
Energy relative to the best compared isomer or geometry (same formula, charge and spin), kcal/mol: 10.80
2S+1: 2
Net charge: +3
Kohn-Sham gap (spin up / spin down), eV: 6.62 / 3.33
LUMO (spin up / spin down), eV: -8.13 / -11.42

***

4.
The following is a DFT calculation (ωB97M-V with the def2-TZVPD basis set) of a structure of composition C40H40ClIN2OP3RuSe2 in a non-equilibrium geometry.

Geometry (Å):
Ru 0.0985 -0.3215 -0.6965
Se -2.4936 -0.0014 0.1637
P -2.3652 -2.0361 0.8913
Se -0.8598 -3.1625 -0.1701
C -1.9142 -2.1081 2.6649
C -2.0407 -0.9945 3.4837
C -1.6411 -1.0733 4.8058
C -1.1319 -2.2569 5.3142
C -1.0147 -3.3672 4.4946
C -1.3994 -3.2954 3.1711
C -3.9556 -2.9226 0.7303
C -3.9524 -4.3034 0.8849
C -5.1316 -5.0111 0.7710
C -6.3147 -4.3458 0.4950
C -6.3138 -2.9711 0.3219
C -5.1376 -2.2536 0.4454
H -2.4389 -0.0710 3.0812
H -1.7203 -0.2033 5.4383
H -0.8224 -2.3146 6.3467
H -0.6090 -4.2886 4.8824
H -1.2771 -4.1518 2.5204
H -3.0180 -4.8163 1.0635
H -5.1297 -6.0839 0.8879
H -7.2364 -4.9021 0.4139
H -7.2353 -2.4618 0.0839
H -5.1259 -1.1805 0.3010
Cl 0.5887 5.5124 -4.9643
C -0.0145 4.2009 -4.0147
C -1.3806 3.9265 -4.0672
C -1.8664 2.8562 -3.3598
I -3.8911 2.2923 -3.4219
C -1.0273 2.0129 -2.5883
O -1.4756 0.9063 -2.1026
C 0.3428 2.3724 -2.4600
N 1.1063 1.5988 -1.6522
C 2.4287 1.8620 -1.5796
C 3.0395 2.8353 -2.3274
C 2.2676 3.6553 -3.1624
C 0.8781 3.4481 -3.2187
H -2.0380 4.5332 -4.6710
H 2.9724 1.2453 -0.8774
H 4.1116 2.9659 -2.2705
H 2.7266 4.4237 -3.7609
C -1.4822 -1.9496 -3.5553
P -0.0103 -1.0891 -2.9092
C 0.3951 -0.0851 -4.3889
C 1.3071 -2.3877 -3.0703
C 2.6036 -1.8701 -2.4588
P 2.3546 -1.5149 -0.6611
C 2.4840 -3.2142 0.0226
C 4.0374 -0.9476 -0.1430
H -1.2171 -2.4287 -4.4984
H -2.2659 -1.2091 -3.7136
H -1.8362 -2.6968 -2.8475
H 0.5136 -0.7698 -5.2296
H 1.3092 0.4886 -4.2472
H -0.4239 0.6005 -4.5959
H 1.4503 -2.6463 -4.1220
H 0.9635 -3.2800 -2.5353
H 2.9062 -0.9324 -2.9404
H 3.4204 -2.5929 -2.5592
H 3.4410 -3.6478 -0.2723
H 1.6693 -3.8408 -0.3382
H 2.4164 -3.1656 1.1088
H 4.6999 -1.8072 -0.0366
H 3.9575 -0.4555 0.8250
H 4.4618 -0.2507 -0.8616
N 0.4987 0.3970 1.0095
C 0.8863 1.4328 1.6083
C 1.6387 1.3585 2.8689
C 2.2765 0.1648 3.2182
C 3.0534 0.0941 4.3568
C 3.2005 1.2114 5.1653
C 2.5549 2.3937 4.8360
C 1.7745 2.4705 3.6996
C 0.6567 2.7805 1.0128
C 1.7333 3.6408 0.8175
C 1.5516 4.8396 0.1550
C 0.2943 5.2029 -0.2995
C -0.7856 4.3637 -0.0789
C -0.6065 3.1562 0.5716
H 2.1622 -0.6918 2.5657
H 3.5612 -0.8236 4.6192
H 3.8190 1.1602 6.0491
H 2.6724 3.2612 5.4680
H 1.2695 3.3909 3.4477
H 2.7151 3.3620 1.1704
H 2.3956 5.4920 -0.0128
H 0.1581 6.1322 -0.8348
H -1.7689 4.6473 -0.4255
H -1.4547 2.5070 0.7485

Values from the calculation:
Energy relative to the best compared isomer or geometry (same formula, charge and spin), kcal/mol: 52.89
2S+1: 2
Kohn-Sham gap (spin up / spin down), eV: 6.32 / 6.16
LUMO (spin up / spin down), eV: -0.49 / -0.49

***

5.
The following is a DFT calculation (ωB97M-V with the def2-TZVPD basis set) of a structure of composition C40H40CuF6N4O22 in a non-equilibrium geometry.

Geometry (Å):
Cu 0.4038 0.5635 -0.1091
C -2.3470 -0.5998 3.0761
C -1.7117 -0.1328 1.8411
C -2.2793 1.0588 0.9755
O -1.6331 1.4037 -0.0091
C -3.4852 1.6709 1.4829
C -4.0403 1.2020 2.6265
C -3.4899 0.0213 3.3925
O -4.0100 -0.3491 4.4813
O -4.9813 1.9671 3.1331
O -0.6461 -0.6461 1.5151
H -1.8788 -1.3771 3.6617
H -3.8630 2.5459 0.9750
C -2.9709 -0.5376 -2.7097
C -4.4181 -0.8514 -2.5710
O -4.4882 -2.0072 -1.8484
C -3.2940 -2.6637 -2.0348
O -3.0728 -3.8631 -1.7704
O -2.4140 -1.8564 -2.6614
F -4.8874 -0.9672 -3.8178
H -2.5904 0.1241 -1.9315
H -2.7282 -0.0814 -3.6694
H -4.9309 -0.0657 -2.0163
C -2.3400 -3.9020 1.7093
C -3.7684 -3.5958 2.1093
O -3.8046 -4.6500 3.0738
C -3.0513 -5.6864 2.7459
O -3.1427 -6.7724 3.3532
O -2.2171 -5.2566 1.8563
F -4.5851 -3.7537 1.0898
H -1.6070 -3.3950 2.3369
H -2.0743 -3.5091 0.7279
H -4.0075 -2.6265 2.5469
C 1.2941 2.4931 -4.6423
C 1.5935 3.0083 -3.2071
O 1.5448 1.8033 -2.5612
C 0.6687 1.0269 -3.1504
O 0.1408 0.0536 -2.6246
O 0.3998 1.4614 -4.3243
F 0.6435 3.8657 -2.8918
H 2.1379 2.0671 -5.1851
H 0.7009 3.1883 -5.2364
H 2.5104 3.5964 -3.2461
C 0.8899 -4.0257 -2.8792
C 0.1308 -4.8042 -1.8774
O -0.1129 -3.7360 -0.9731
C 0.7919 -2.8125 -1.1361
O 0.9943 -1.8847 -0.3224
O 1.4775 -2.9695 -2.2239
F 0.9038 -5.6350 -1.2277
H 0.3297 -3.6201 -3.7217
H 1.7051 -4.5254 -3.4026
H -0.7593 -5.3052 -2.2581
C 4.5667 -1.5709 -2.1828
C 3.5798 -0.4816 -2.2354
O 4.1475 0.5603 -2.9713
C 5.2550 0.1203 -3.5642
O 5.9320 0.8517 -4.2497
O 5.3002 -1.1822 -3.3562
F 3.3930 -0.2053 -0.9756
H 4.1491 -2.5649 -2.3428
H 5.2906 -1.6154 -1.3691
H 2.6326 -0.8215 -2.6544
C 4.8821 -1.6758 2.0428
C 5.1320 -0.7944 3.2145
O 5.3569 0.4473 2.6065
C 5.6392 0.2839 1.3207
O 5.9694 1.2013 0.6206
O 5.5479 -0.9960 0.9939
F 6.1764 -1.0689 4.0043
H 3.8667 -1.9206 1.7311
H 5.4800 -2.5773 2.1768
H 4.2818 -0.7617 3.8958
N -1.3157 6.9559 1.8843
C -1.9872 6.1139 2.7939
C -1.9358 4.8631 2.2509
C -1.4297 5.0113 0.9233
C -0.9187 6.2960 0.7670
H -1.0746 7.9148 2.0904
H -2.3793 6.5508 3.7004
H -2.4157 4.0216 2.7284
H -1.3426 4.3374 0.0839
H -0.3324 6.7314 -0.0286
N 0.7382 2.9371 1.6098
C 1.5130 3.2673 0.5286
C 2.5271 2.2619 0.3641
C 2.3634 1.3492 1.4903
C 1.2981 1.8480 2.2346
H 0.0768 3.5885 2.0075
H 1.4223 4.2198 0.0277
H 3.3125 2.1704 -0.3715
H 2.9019 0.4496 1.7495
H 0.8429 1.5217 3.1580
N 1.5842 -3.0333 2.5404
C 1.6400 -2.3662 3.7404
C 2.3665 -3.0443 4.6159
C 2.7172 -4.3066 4.0408
C 2.3361 -4.2069 2.6722
H 1.2016 -2.7193 1.6600
H 1.1341 -1.4153 3.8206
H 2.5294 -2.7948 5.6540
H 3.2542 -5.1227 4.5011
H 2.5434 -4.8521 1.8312
N -3.0939 2.6965 -2.0184
C -2.5866 3.1250 -3.2076
C -3.6948 3.6001 -3.8917
C -4.8570 3.5071 -3.1436
C -4.4323 2.9094 -1.9934
H -2.6381 2.2968 -1.2106
H -1.5314 3.0952 -3.4354
H -3.7207 3.9667 -4.9072
H -5.8903 3.7375 -3.3570
H -4.9354 2.6318 -1.0789

Values from the calculation:
Net charge: -1
Kohn-Sham gap, eV: 5.77
LUMO, eV: 1.42

***

| no. | DFT total energy (eV) | M (g/mol) |
| --- | --- | --- |
| 1 | -180811.1609 | 1037.30 |
| 2 | -110897.0897 | 848.85 |
| 3 | -133915.9447 | 1300.89 |
| 4 | -228923.0743 | 1079.04 |
| 5 | -154077.3514 | 1106.30 |